1.
C4H7NO3 | the ωB97M-V functional and the def2-TZVPD basis

Each line ends with the natural charge from an NBO analysis.
Element x y z (Å)
C 1.5806 -0.9958 -0.9067  -0.390
C 0.6734 -0.9164 0.0678  -0.119
N 0.3998 0.4653 0.8976  -0.131
O 0.7513 1.6009 0.1616  -0.610
C -1.0305 0.4612 1.0744  -0.354
C -1.4759 -0.3281 -0.2203  0.761
O -2.3001 -1.2236 -0.1416  -0.557
O -1.3660 0.4421 -1.3507  -0.690
H 2.2311 -1.8507 -0.9977  0.220
H 1.7514 -0.1734 -1.5858  0.204
H 0.5308 -1.7309 0.7645  0.215
H 1.6696 1.7913 0.4054  0.491
H -1.2717 -0.1414 1.9479  0.231
H -1.4500 1.4666 1.1220  0.233
H -0.6939 1.1330 -1.2383  0.496

Output
**HOMO**: -9.30 eV
**Net charge**: 0
**Frontier orbital gap**: 9.2 eV
**SMILES**: C=CN(O)CC(=O)O
**E_tot**: -436.951232 hartree
**Energy relative to the best compared isomer or geometry (same formula, charge and spin)**: 120.6 kcal/mol



2.
C4H8N2O2 | the ωB97M-V functional and the def2-TZVPD basis

Each line ends with the natural charge from an NBO analysis.
Element x y z (Å)
C -2.4021 -0.3023 -0.4427  -0.277
O -1.2475 0.5702 -0.5181  -0.524
C -0.4750 0.5001 0.6016  0.326
C 0.6703 1.3818 0.3389  -0.295
N 1.6384 0.7267 -0.5223  -0.466
C 1.7605 -0.5396 -0.5062  0.216
N 0.8115 -1.3121 -0.0525  -0.343
O -0.0563 -0.7927 1.0342  -0.381
H -2.9527 -0.1998 -1.3676  0.205
H -2.9551 -0.1292 0.5381  0.185
H -2.0780 -1.4776 -0.6115  0.183
H -1.1090 0.5506 1.4148  0.165
H 1.2465 1.8748 1.2084  0.217
H 0.3163 2.1976 -0.3046  0.226
H 2.3900 -1.0111 -1.2652  0.190
H 1.0997 -2.1670 0.3331  0.373

Output
**HOMO**: -8.92 eV
**Net charge**: 0
**Frontier orbital gap**: 9.8 eV
**SMILES**: CO[C@@H]1CN=CNO1
**E_tot**: -417.065330 hartree
**Energy relative to the best compared isomer or geometry (same formula, charge and spin)**: 119.6 kcal/mol



3.
C20H24F3KN3S | the ωB97M-V functional and the def2-TZVPD basis

Each line ends with the natural charge from an NBO analysis.
Element x y z (Å)
K 0.5138 2.0507 -3.9376  0.883
C 4.2920 -3.2083 0.5079  -0.606
C 2.9929 -2.5456 0.9619  -0.114
C 3.2562 -1.8171 2.2879  -0.594
C 1.9393 -3.6414 1.1804  -0.595
C 2.4706 -1.5447 -0.0628  0.147
C 3.1121 -1.2725 -1.2623  -0.288
C 2.5565 -0.3384 -2.1265  0.062
N 1.4360 0.3210 -1.8822  -0.443
C 0.8018 0.0683 -0.7352  0.259
C 1.2911 -0.8481 0.1874  -0.307
C -0.4738 0.8169 -0.5121  0.161
C -1.2672 0.6079 0.6086  -0.249
C -2.4625 1.3041 0.7702  0.050
C -2.8029 2.1985 -0.2337  -0.261
C -1.9504 2.3491 -1.3196  0.069
N -0.8145 1.6870 -1.4650  -0.424
C -3.3228 1.0596 2.0047  -0.088
C -3.7149 -0.4238 2.0656  -0.594
C -2.5156 1.4272 3.2582  -0.593
C -4.6004 1.8966 1.9887  -0.605
H 4.6254 -3.9140 1.2711  0.210
H 5.0892 -2.4777 0.3620  0.213
H 4.1585 -3.7642 -0.4215  0.213
H 3.6272 -2.5222 3.0347  0.205
H 2.3493 -1.3562 2.6799  0.207
H 4.0022 -1.0316 2.1570  0.216
H 2.3006 -4.3664 1.9127  0.205
H 1.7299 -4.1688 0.2485  0.217
H 1.0003 -3.2287 1.5497  0.206
H 4.0304 -1.7671 -1.5424  0.218
H 3.0506 -0.1151 -3.0664  0.197
H 0.7572 -1.0269 1.1087  0.204
H -0.9669 -0.1077 1.3594  0.206
H -3.7153 2.7751 -0.1981  0.219
H -2.2088 3.0421 -2.1136  0.198
H -2.8389 -1.0698 2.1284  0.206
H -4.2807 -0.7117 1.1782  0.218
H -4.3349 -0.6101 2.9449  0.205
H -1.6076 0.8293 3.3403  0.206
H -3.1162 1.2551 4.1539  0.205
H -2.2244 2.4787 3.2372  0.215
H -5.2264 1.6608 1.1267  0.214
H -4.3833 2.9658 1.9758  0.212
H -5.1821 1.6880 2.8885  0.209
S 3.5444 6.4934 -3.2862  -0.422
C 2.6110 5.1930 -3.7046  0.126
N 1.9523 4.2733 -3.9965  -0.679
F -2.3002 0.6883 -5.8862  -0.447
C -1.0839 0.1552 -5.4017  0.418
F -1.5484 -1.0057 -4.7449  -0.447
F -0.5479 -0.4011 -6.5802  -0.443

Output
**HOMO**: -4.29 eV
**Net charge**: -1
**Frontier orbital gap**: 6.1 eV
**E_tot**: -2238.619320 hartree
**Energy relative to the best compared isomer or geometry (same formula, charge and spin)**: 0.0 kcal/mol



4.
C28H18BrClN3O7S2SiW | the ωB97M-V functional and the def2-TZVPD basis

Each line ends with the natural charge from an NBO analysis.
Element x y z (Å)
W -0.6532 1.1090 0.3026  1.771
S 0.8633 2.3723 -1.1798  0.189
C 0.2717 1.3819 -2.4883  -0.214
S -1.0772 0.3668 -1.9729  0.204
C 0.7118 1.4611 -3.7605  -0.317
C 1.8285 2.2953 -4.0745  0.247
N 2.7360 2.9509 -4.3364  -0.221
C 0.1056 0.7438 -4.8337  0.252
N -0.3700 0.1849 -5.7183  -0.228
O 0.6840 0.0378 0.5230  -0.865
Si 1.4400 -1.5006 0.5533  1.891
C 1.4114 -2.0354 -1.2332  -0.499
C 2.3770 -1.5613 -2.1268  -0.213
C 2.3481 -1.9485 -3.4561  -0.205
C 1.3501 -2.7993 -3.9134  -0.167
C 0.3836 -3.2745 -3.0385  -0.214
C 0.4187 -2.9010 -1.7046  -0.193
C 0.0409 -2.3190 1.5282  -0.526
C 0.1858 -3.4799 2.2852  -0.116
C -0.8640 -3.9662 3.0515  -0.201
C -2.0772 -3.2954 3.0812  -0.177
C -2.2580 -2.1552 2.3096  -0.198
C -1.2076 -1.6959 1.5414  -0.121
C 3.1121 -1.1450 1.2824  -0.485
C 3.4675 0.1821 1.5521  -0.194
C 4.7344 0.4927 2.0172  -0.207
C 5.6655 -0.5167 2.2176  -0.174
C 5.3268 -1.8372 1.9609  -0.190
C 4.0609 -2.1484 1.4939  -0.204
H 3.1718 -0.9115 -1.7729  0.225
H 3.1055 -1.5856 -4.1403  0.231
H 1.3261 -3.0902 -4.9549  0.234
H -0.3929 -3.9368 -3.3981  0.230
H -0.3166 -3.2972 -1.0124  0.219
H 1.1314 -4.0088 2.2710  0.216
H -0.7317 -4.8659 3.6374  0.234
H -2.8873 -3.6597 3.6978  0.235
H -3.2076 -1.6352 2.3157  0.231
H -1.3857 -0.8145 0.8799  0.103
H 2.7522 0.9750 1.3839  0.204
H 4.9984 1.5227 2.2173  0.227
H 6.6590 -0.2660 2.5646  0.229
H 6.0522 -2.6238 2.1198  0.228
H 3.8067 -3.1814 1.2819  0.214
Br -4.9922 7.0991 -0.6756  0.136
C -5.0263 5.2310 -0.4560  -0.148
C -6.2344 4.5325 -0.4908  0.085
N -6.3134 3.2159 -0.3418  -0.384
C -5.2028 2.5290 -0.1517  0.114
C -3.9478 3.1421 -0.1125  -0.248
C -3.8567 4.5278 -0.2641  -0.114
C -2.7505 2.3594 0.1005  0.821
O -2.7437 1.0772 0.1367  -0.635
O -1.5907 2.8967 0.2288  -0.636
H -7.1694 5.0568 -0.6497  0.226
H -5.2950 1.4560 -0.0271  0.219
H -2.8956 5.0235 -0.2439  0.255
O 0.5145 0.4794 3.1988  -0.720
Cl -0.1811 1.6531 2.8794  2.549
O 0.4642 2.3334 1.7459  -0.755
O -0.4096 2.5080 3.9460  -0.675
O -1.4672 1.2590 2.2232  -0.771

Output
**HOMO**: -12.03 eV
**Net charge**: +1
**Frontier orbital gap**: 6.0 eV
**E_tot**: -5955.470652 hartree
**Energy relative to the best compared isomer or geometry (same formula, charge and spin)**: 48.4 kcal/mol



5.
C32H24AgF12N5O2 | the ωB97M-V functional and the def2-TZVPD basis

Each line ends with the Mulliken charge.
Element x y z (Å)
Ag -10.4793 -10.3177 6.0112  0.192
C -11.8778 -11.0018 12.9321  -1.462
C -11.6407 -11.2411 11.4702  0.473
C -10.9485 -12.3504 10.9923  -1.002
C -10.6494 -12.4254 9.6501  -0.080
C -11.0274 -11.4500 8.6720  0.028
N -10.9546 -11.8071 7.3455  0.363
C -11.2474 -13.0796 6.9090  0.430
C -12.2672 -13.7474 7.5992  -0.048
C -12.7889 -14.9428 7.1508  -1.279
C -12.0916 -15.6425 6.1852  1.099
C -12.6116 -16.9814 5.7705  -1.687
C -10.9741 -15.0567 5.5808  -1.316
C -10.6700 -13.6620 5.7558  -0.579
C -9.5870 -13.0412 4.8550  1.298
O -9.8738 -11.7403 4.5551  -0.697
C -9.3402 -13.7143 3.4600  0.179
F -8.3468 -12.9858 2.7818  -0.307
F -10.4605 -13.7258 2.6971  -0.236
F -8.8510 -14.9519 3.4162  -0.277
C -8.1054 -13.1449 5.6129  0.432
F -7.0639 -12.6835 5.0365  -0.251
F -7.9556 -14.4587 5.9097  -0.307
F -8.2555 -12.4717 6.7737  -0.190
C -11.5513 -10.2371 9.2081  -0.844
C -11.9115 -10.1896 10.5360  -0.474
C -11.7453 -8.8562 8.3986  0.999
O -11.7845 -8.9070 7.0356  0.493
C -10.5918 -7.8893 8.7169  0.630
F -9.4602 -8.2069 8.0096  -0.239
F -10.7806 -6.5996 8.3462  -0.314
F -10.2327 -7.9670 10.0387  -0.282
C -13.1423 -8.2089 8.8297  0.443
F -14.0508 -9.1789 9.0401  -0.289
F -13.7110 -7.3690 7.9417  -0.299
F -13.0484 -7.5308 10.0305  -0.343
H -12.9114 -10.6030 13.1102  0.298
H -11.2007 -10.2144 13.3504  0.273
H -11.5759 -11.9308 13.5022  0.336
H -10.5533 -13.0642 11.7118  0.227
H -10.1358 -13.3235 9.2759  0.349
H -12.6292 -13.2951 8.4968  0.382
H -13.6899 -15.3938 7.5424  0.359
H -12.1213 -17.3409 4.8626  0.379
H -13.6716 -16.9061 5.5369  0.341
H -12.5068 -17.7707 6.4929  0.286
H -10.3706 -15.6982 4.9049  0.334
H -12.2796 -9.3021 10.9930  0.536
N -14.4231 -8.8002 5.6573  -0.322
C -15.3652 -9.3234 4.8165  -0.127
C -16.7233 -8.9341 4.8110  -0.771
C -17.6813 -9.6383 4.1285  -0.328
C -17.4098 -10.6995 3.1897  -1.040
C -16.0541 -11.1458 3.2447  0.902
C -15.5780 -12.2635 2.4570  -0.642
C -14.2472 -12.6987 2.5495  -0.897
C -13.3530 -12.0165 3.3853  -0.066
N -13.7406 -11.0312 4.1500  0.052
C -14.9845 -10.4981 4.0380  0.697
H -14.7800 -8.5156 6.5199  0.197
H -13.5907 -9.4014 5.6801  -0.024
H -16.9578 -8.0285 5.4219  0.337
H -18.7316 -9.3112 4.1542  0.300
H -18.1704 -11.2442 2.6063  0.311
H -16.2992 -12.7678 1.8152  0.347
H -13.9585 -13.5789 2.0167  0.467
H -12.3301 -12.3511 3.5788  0.379
N -10.8272 -7.5672 4.7724  -0.025
C -10.7869 -6.8835 3.6410  -0.147
C -10.2141 -7.7848 2.6862  -0.924
C -10.0667 -8.9894 3.3390  -0.467
N -10.3165 -8.8298 4.6578  0.282
H -11.2146 -7.2591 5.6325  -0.025
H -11.0503 -5.8606 3.4046  0.414
H -9.9839 -7.5893 1.6290  0.332
H -9.7340 -9.9424 2.9684  0.428

Output
**HOMO**: 0.38 eV
**Net charge**: -2
**Frontier orbital gap**: 4.1 eV
**E_tot**: -3003.439423 hartree
**Energy relative to the best compared isomer or geometry (same formula, charge and spin)**: 0.6 kcal/mol